*P*
C2H6N2 | ωB97M-V with the def2-TZVPD basis set

```
! RIJCOSX wB97M-V def2-TZVPD def2/J DEFGRID3
* xyz 0 1
C 1.35 -0.61 0.09
C -2.01 0.13 0.04
N 1.10 0.65 -0.51
N 0.63 0.41 0.76
H 0.82 -1.46 -0.34
H 2.35 -0.85 0.45
H -2.05 1.15 -0.28
H -1.82 -0.66 -0.65
H -2.21 -0.11 1.07
H 1.83 1.34 -0.62
*
```

Properties
- LUMO level (spin up / spin down) (eV) = 0.3 / 0.7
- HOMO (spin up / spin down) (eV) = -8.269 / -8.805

---

*Q*
C2H6N2 | ωB97M-V with the def2-TZVPD basis set

```
! RIJCOSX wB97M-V def2-TZVPD def2/J DEFGRID3
* xyz 0 1
C -1.25 0.09 0.02
C 0.23 0.30 0.01
H -1.75 0.80 -0.67
H -1.56 -0.96 -0.31
H -1.61 0.29 1.07
H 0.51 -1.75 -0.16
H 1.99 -0.82 0.04
H 1.75 1.42 -0.08
N 0.97 -0.86 0.05
N 0.71 1.48 0.02
*
```

Properties
- LUMO level (eV) = 1.0
- HOMO (eV) = -9.208

---

*R*
C2H6N2 | ωB97M-V with the def2-TZVPD basis set

```
! RIJCOSX wB97M-V def2-TZVPD def2/J DEFGRID3
* xyz 0 1
C 0.43 1.30 0.24
N -0.08 0.17 -0.47
C 0.09 -1.09 -0.27
N -0.71 -2.09 -0.49
H 1.43 1.09 0.52
H -0.16 1.40 1.26
H 0.46 2.26 -0.20
H -1.11 0.24 -0.82
H 1.17 -1.33 0.22
H -1.52 -1.94 0.02
*
```

Properties
- LUMO level (eV) = 0.8
- HOMO (eV) = -8.343

---

Which of them is most stable, and which least? Most stable: *Q*; least stable: *P*.

---

*P*
H22O11 | ωB97M-V with the def2-TZVPD basis set

```
! RIJCOSX wB97M-V def2-TZVPD def2/J DEFGRID3
* xyz 0 1
O 1.66 3.33 -2.09
H 2.15 3.31 -1.24
H 1.06 2.60 -2.08
O 2.72 2.99 0.34
H 2.17 2.56 1.00
H 3.62 2.66 0.38
O 0.93 2.02 2.06
H 1.25 1.14 2.17
H 0.25 1.95 1.38
O 0.13 -2.59 -1.47
H 0.63 -3.36 -1.59
H 0.06 -2.52 -0.49
O 2.14 0.22 0.01
H 2.56 0.40 -0.83
H 2.72 0.34 0.74
O -2.04 -1.54 1.54
H -2.27 -1.16 2.38
H -1.26 -2.14 1.64
O -0.41 1.61 -2.62
H -0.60 1.35 -3.54
H -1.15 1.30 -2.12
O -2.79 -3.09 -0.48
H -2.56 -2.55 0.26
H -1.95 -3.40 -0.81
O -3.37 0.96 0.20
H -3.89 0.18 0.34
H -2.47 0.68 0.07
O -0.57 0.62 0.14
H -0.75 -0.29 0.30
H 0.29 0.62 -0.25
O 0.46 -2.78 1.16
H 0.36 -3.39 1.94
H 0.90 -2.04 1.55
*
```

Properties
- LUMO level (eV) = -1.0
- HOMO (eV) = -9.781

---

*Q*
H22O11 | ωB97M-V with the def2-TZVPD basis set

```
! RIJCOSX wB97M-V def2-TZVPD def2/J DEFGRID3
* xyz 0 1
H 0.09 0.61 0.93
H 1.34 0.33 0.43
H -0.07 -2.09 0.53
H -1.36 -2.72 0.44
H -0.14 -3.95 -1.82
H -0.85 -2.91 -2.43
H 0.91 3.85 -1.35
H 1.72 5.10 -1.22
H 3.28 1.72 -0.28
H 3.03 0.50 -1.25
H 5.13 1.18 1.75
H 4.58 -0.21 1.83
H 3.28 -3.10 -0.16
H 3.59 -1.61 -0.58
H -2.01 2.10 3.07
H -2.78 1.67 1.95
H -2.56 -0.30 -2.63
H -3.75 0.22 -1.70
H -3.94 1.88 -2.12
H -2.56 1.86 -1.63
H -3.55 -0.82 1.61
H -3.87 -1.60 2.84
O 0.64 0.84 0.16
O -0.49 -3.01 0.47
O -0.30 -3.08 -1.63
O 1.09 4.63 -0.81
O 2.84 0.89 -0.40
O 5.39 0.24 1.57
O 3.18 -2.48 -0.88
O -2.52 1.38 2.84
O -2.80 0.15 -1.78
O -3.39 1.95 -1.28
O -3.57 -1.72 1.97
*
```

Properties
- LUMO level (eV) = 0.1
- HOMO (eV) = -9.033

---

*R*
H22O11 | ωB97M-V with the def2-TZVPD basis set

```
! RIJCOSX wB97M-V def2-TZVPD def2/J DEFGRID3
* xyz 0 1
H -0.65 0.08 -0.79
H -0.10 0.82 0.42
H 0.32 -1.88 4.69
H -0.18 -0.62 4.00
H 1.41 0.13 0.78
H 2.49 1.20 0.77
H -1.63 -2.82 -0.58
H -1.16 -3.81 0.47
H 2.36 1.18 3.04
H 3.29 1.18 4.24
H 0.07 2.54 1.75
H -0.96 2.84 2.83
H -0.22 -0.71 -4.53
H -1.72 -0.93 -4.40
H -1.64 -1.15 -1.89
H -2.79 -0.33 -2.44
H 1.17 -0.02 -2.59
H 1.07 -1.42 -1.99
H -1.55 1.27 2.26
H -2.52 0.49 3.14
H 0.71 0.84 -4.17
H 1.32 2.23 -4.23
O -0.84 0.28 0.14
O 0.60 -1.19 4.08
O 2.29 0.32 0.44
O -0.91 -3.44 -0.38
O 2.93 0.60 3.55
O -0.08 2.48 2.70
O -1.07 -0.28 -4.71
O -2.42 -1.22 -2.45
O 1.19 -0.49 -1.75
O -1.99 0.41 2.33
O 1.22 1.42 -4.74
*
```

Properties
- LUMO level (eV) = -0.2
- HOMO (eV) = -10.745

---

*S*
H22O11 | ωB97M-V with the def2-TZVPD basis set

```
! RIJCOSX wB97M-V def2-TZVPD def2/J DEFGRID3
* xyz 0 1
O -0.81 34.57 -1.78
H -0.38 35.37 -2.34
H -0.79 34.91 -0.93
O 0.39 34.63 3.08
H 0.76 34.54 2.24
H 0.60 35.50 3.34
O 2.76 33.30 -1.95
H 3.26 32.88 -2.55
H 1.93 32.93 -1.98
O 0.54 32.27 -2.21
H -0.07 32.96 -1.98
H 0.39 32.31 -3.08
O 1.05 33.48 0.59
H 1.85 33.00 0.36
H 0.41 32.77 0.46
O 1.18 30.75 -0.14
H 1.28 29.83 -0.47
H 0.73 31.14 -0.87
O 3.62 32.30 0.19
H 2.97 31.77 0.24
H 3.43 32.71 -0.72
O -2.10 31.89 -0.79
H -1.24 31.57 -1.12
H -2.57 32.56 -1.45
O -1.00 35.52 0.29
H -1.60 36.19 0.90
H -0.14 35.84 0.17
O 1.26 30.37 2.28
H 1.15 30.34 1.36
H 1.86 31.03 2.64
O -1.45 33.03 1.54
H -1.21 33.86 1.15
H -0.81 32.82 2.14
*
```

Properties
- LUMO level (eV) = -0.3
- HOMO (eV) = -10.070

---

Which of them is most stable, and which least? Most stable: *P*; least stable: *Q*.

---

*P*
H22O11 | ωB97M-V with the def2-TZVPD basis set

```
! RIJCOSX wB97M-V def2-TZVPD def2/J DEFGRID3
* xyz 0 1
H 0.88 -0.39 0.38
H -0.59 -0.04 0.55
H -0.40 2.80 -3.06
H -1.89 2.55 -3.26
H 2.87 -1.37 3.63
H 2.08 -1.97 2.48
H -2.68 -4.69 0.15
H -1.51 -4.23 -0.71
H 2.56 3.78 2.05
H 3.50 3.60 0.87
H -1.99 0.69 3.12
H -3.01 -0.43 3.29
H 0.42 -1.19 -4.53
H 1.61 -1.75 -3.77
H -3.67 0.83 -0.73
H -5.07 1.30 -0.36
H 2.46 -1.08 -0.07
H 2.91 -1.57 -1.44
H 1.14 0.50 2.31
H 1.81 1.62 3.08
H 0.19 0.82 -1.24
H -1.03 0.34 -2.01
O 0.28 0.36 0.52
O -1.02 2.29 -3.60
O 1.97 -1.49 3.31
O -1.84 -4.99 -0.21
O 2.58 3.48 1.13
O -2.56 0.27 3.78
O 0.65 -1.80 -3.82
O -4.57 0.87 -1.07
O 2.54 -0.80 -0.99
O 1.46 1.40 2.21
O -0.07 0.31 -2.01
*
```

Properties
- LUMO level (eV) = -0.4
- HOMO (eV) = -9.876

---

*Q*
H22O11 | ωB97M-V with the def2-TZVPD basis set

```
! RIJCOSX wB97M-V def2-TZVPD def2/J DEFGRID3
* xyz 0 1
H 0.51 0.07 0.12
H -0.88 -0.12 -0.46
H 2.14 1.35 0.59
H 2.89 0.23 1.29
H 2.38 -2.74 -1.63
H 1.54 -2.57 -0.37
H -3.88 1.29 0.20
H -4.62 1.90 -0.98
H -3.48 -1.16 -0.82
H -2.58 -0.86 0.37
H -0.62 3.12 -2.10
H -0.92 3.25 -3.58
H 5.11 -0.49 -0.31
H 3.74 -1.10 -0.58
H 2.19 1.01 -1.12
H 2.84 2.36 -0.85
H -4.24 -3.09 -0.15
H -3.58 -4.36 -0.65
H -1.78 2.28 3.78
H -0.44 2.76 3.24
H 2.63 -2.37 2.95
H 2.28 -1.17 2.08
O -0.24 0.56 -0.24
O 2.24 0.39 0.60
O 1.51 -2.46 -1.33
O -4.64 1.15 -0.38
O -3.33 -1.40 0.10
O -0.70 3.77 -2.80
O 4.63 -1.05 -0.94
O 2.53 1.79 -1.57
O -3.92 -3.51 -0.95
O -1.16 3.02 3.83
O 1.88 -1.83 2.67
*
```

Properties
- LUMO level (eV) = -0.8
- HOMO (eV) = -10.568

---

Which of them is most stable, and which least? Most stable: *Q*; least stable: *P*.

---

*P*
H22O11 | ωB97M-V with the def2-TZVPD basis set

```
! RIJCOSX wB97M-V def2-TZVPD def2/J DEFGRID3
* xyz 0 1
O -0.77 -2.19 -2.13
H -0.73 -2.86 -2.81
H -0.40 -1.40 -2.51
O -0.52 2.43 2.36
H 0.29 2.25 1.90
H -0.30 2.31 3.26
O 3.54 0.27 0.52
H 4.49 0.19 0.38
H 3.12 -0.02 -0.30
O -0.57 0.22 -0.35
H -0.29 0.22 0.52
H 0.26 0.03 -0.80
O -2.32 0.36 2.43
H -1.79 1.17 2.41
H -2.21 0.09 3.35
O 2.06 -0.17 -1.74
H 1.41 -0.07 -2.46
H 2.67 0.50 -2.01
O -0.06 -0.01 -3.53
H -0.22 -0.41 -4.42
H -0.76 0.58 -3.40
O -1.62 2.79 -0.75
H -1.75 3.35 0.03
H -1.39 1.90 -0.49
O 0.68 -0.39 2.04
H 1.32 0.10 2.54
H -0.03 -0.59 2.62
O 0.82 -2.51 0.35
H 0.89 -1.78 0.96
H 0.33 -2.18 -0.39
O -2.25 -1.75 0.69
H -2.32 -1.19 1.48
H -1.59 -1.21 0.24
*
```

Properties
- LUMO level (eV) = -0.3
- HOMO (eV) = -9.384

---

*Q*
H22O11 | ωB97M-V with the def2-TZVPD basis set

```
! RIJCOSX wB97M-V def2-TZVPD def2/J DEFGRID3
* xyz 0 1
H 0.50 0.36 -0.17
H -0.66 -0.41 -0.41
H -0.18 3.94 0.73
H 0.78 3.70 1.71
H -4.41 -1.32 0.22
H -3.87 -0.77 -1.17
H 3.87 -0.25 -2.16
H 3.68 -1.22 -1.15
H -1.77 -2.28 1.59
H -1.70 -0.96 2.30
H 0.14 2.23 -0.31
H -0.39 2.67 -1.57
H 3.45 -1.99 0.51
H 3.41 -3.44 0.15
H -0.12 -3.06 0.12
H -1.48 -2.92 -0.66
H -4.56 2.21 0.02
H -5.46 1.02 -0.13
H 1.36 -2.48 -0.38
H 0.96 -1.29 0.52
H 2.47 4.27 1.16
H 2.16 3.87 -0.31
O -0.46 0.46 -0.21
O 0.47 3.34 0.87
O -4.47 -1.32 -0.76
O 4.24 -0.47 -1.39
O -1.10 -1.71 2.14
O -0.21 1.83 -1.18
O 3.44 -2.91 0.94
O -0.58 -2.57 -0.50
O -4.51 1.27 -0.12
O 0.78 -1.73 -0.34
O 2.63 3.58 0.48
*
```

Properties
- LUMO level (eV) = 0.1
- HOMO (eV) = -7.481

---

*R*
H22O11 | ωB97M-V with the def2-TZVPD basis set

```
! RIJCOSX wB97M-V def2-TZVPD def2/J DEFGRID3
* xyz 0 1
O 0.04 -0.16 0.48
H -0.27 0.76 0.48
H -0.27 -0.51 -0.30
O 0.13 2.11 -2.65
H 0.43 2.46 -1.80
H -0.82 2.29 -2.86
O -1.48 -1.48 2.27
H -0.86 -1.12 1.61
H -1.30 -2.37 2.14
O -1.42 2.19 0.39
H -1.62 2.01 1.36
H -2.32 2.13 0.03
O -0.55 -0.73 -2.09
H 0.03 -1.42 -2.51
H -0.37 0.10 -2.48
O -2.77 -2.85 -1.92
H -3.19 -3.10 -1.07
H -1.93 -2.57 -1.59
O 1.14 3.35 -0.44
H 0.34 3.23 0.09
H 1.31 4.25 -0.69
O 1.43 2.65 2.70
H 1.63 1.83 2.28
H 1.41 2.41 3.61
O 1.75 -2.04 2.56
H 2.34 -1.33 2.39
H 1.43 -2.21 1.66
O -0.47 -3.12 -0.24
H -1.01 -3.90 -0.23
H 0.43 -3.49 -0.04
O 2.44 0.52 -1.24
H 2.85 -0.31 -1.02
H 1.56 0.45 -0.89
*
```

Properties
- LUMO level (eV) = -0.1
- HOMO (eV) = -10.530

---

*S*
H22O11 | ωB97M-V with the def2-TZVPD basis set

```
! RIJCOSX wB97M-V def2-TZVPD def2/J DEFGRID3
* xyz 0 1
O 3.22 -0.23 -0.10
H 2.38 0.17 0.18
H 3.62 -0.21 0.73
O -0.36 -2.44 0.80
H 0.10 -3.28 0.62
H -0.99 -2.38 0.10
O 0.41 3.03 -0.82
H 0.78 2.26 -1.27
H 0.66 3.78 -1.29
O 0.57 0.17 0.02
H 0.18 0.40 0.89
H 0.77 -0.74 0.05
O 0.92 -4.23 -0.79
H 1.81 -4.52 -0.62
H 0.90 -3.31 -1.18
O -1.21 0.88 -2.53
H -0.94 0.34 -3.30
H -0.62 0.55 -1.89
O -1.16 2.60 1.29
H -1.80 3.24 1.07
H -0.50 2.73 0.60
O -2.92 1.13 -0.34
H -2.27 1.42 0.30
H -2.54 1.15 -1.22
O -1.72 -0.34 2.38
H -1.05 0.32 2.72
H -1.19 -1.11 2.23
O 0.04 1.36 3.32
H -0.52 1.49 4.07
H -0.27 2.06 2.66
O 1.12 -2.12 -2.55
H 1.69 -2.74 -3.00
H 0.89 -1.43 -3.14
*
```

Properties
- LUMO level (eV) = -0.2
- HOMO (eV) = -9.883

---

Which of them is most stable, and which least? Most stable: *S*; least stable: *Q*.